P.
Formula: C4H5FN2O
Source: OMol25
Level of theory: wB97M-V/def2-TZVPD

## Properties
SMILES: CNc1cc(F)no1
Molecular weight: 116.1 g/mol
E_HOMO: -8.82 eV

Structure (ORCA input):
```
! wB97M-V def2-TZVPD RIJCOSX def2/J DEFGRID3
* xyz 0 1
C 2.81065 -0.42647 -0.01622
N 1.94890 0.69827 -0.15260
C 0.63075 0.41805 0.05779
C -0.55171 1.20267 0.16390
C -1.58525 0.11470 -0.04208
F -2.93348 0.04295 -0.06194
N -1.18398 -1.10973 0.03970
O 0.35555 -0.85036 0.02183
H 3.84416 -0.26183 -0.50016
H 2.17911 -1.36073 -0.45033
H 2.98070 -0.71700 1.11823
H 2.16851 1.56265 0.16919
H -0.79662 2.21990 -0.14409
*
```

=====

Q.
Formula: C4H5FN2O
Source: OMol25
Level of theory: wB97M-V/def2-TZVPD

## Properties
Molecular weight: 116.1 g/mol
E_HOMO: -7.73 eV

Structure (ORCA input):
```
! wB97M-V def2-TZVPD RIJCOSX def2/J DEFGRID3
* xyz 0 1
C -1.18525 -1.40343 -0.18492
C 0.60756 -0.26904 0.93469
C -2.22543 0.56631 0.34824
C 1.80621 0.42407 0.41806
N -0.15900 -0.86112 0.29825
N -2.30633 -0.58468 -0.27837
O 1.50475 1.32232 -0.63853
F -3.33460 1.23980 -0.06451
H -1.18920 -2.40240 -0.54397
H 2.35663 0.99560 1.12353
H 2.27543 -0.43407 -0.10196
H -3.00893 -0.88106 -0.85597
H 0.78978 1.83099 -0.31325
*
```

=====

Preferred: P; penalty for the next structure: 44.3 kcal/mol.

=====

P.
Formula: C3H6INO2
Source: OMol25
Level of theory: wB97M-V/def2-TZVPD

## Properties
SMILES: CN(O)C(=O)CI
Molecular weight: 215.0 g/mol
E_HOMO: -9.31 eV

Structure (ORCA input):
```
! wB97M-V def2-TZVPD RIJCOSX def2/J DEFGRID3
* xyz 0 1
C 1.48837 0.93456 1.01044
N 0.46491 0.15714 0.36077
O 0.00665 -0.92535 1.15647
C -0.26847 0.52868 -0.68208
O -0.08332 1.45284 -1.46410
C -1.62898 -0.58325 -1.06756
I -0.83187 -2.40909 -1.90848
H 1.01965 1.56102 1.98287
H 2.28366 0.31349 1.45499
H 1.87223 1.76862 0.22215
H 0.28568 -1.85456 0.86254
H -2.37347 -0.23645 -1.85836
H -2.23504 -0.70765 -0.06964
*
```

=====

Q.
Formula: C3H6INO2
Source: OMol25
Level of theory: wB97M-V/def2-TZVPD

## Properties
Molecular weight: 215.0 g/mol
E_HOMO: -8.65 eV

Structure (ORCA input):
```
! wB97M-V def2-TZVPD RIJCOSX def2/J DEFGRID3
* xyz 0 1
C -0.12880 1.42831 -0.37161
C 0.12389 -1.02916 0.69363
C -0.27815 0.39071 0.70233
N -0.09189 1.05599 -1.68720
O -0.07136 2.56420 0.08890
O -0.20301 0.91289 1.91833
I -3.05964 0.19286 -0.00425
H 0.70346 -1.22381 1.61609
H 0.76247 -1.20564 -0.19444
H -0.84014 -1.68525 0.67619
H -0.48381 0.20443 -1.83680
H -0.01278 1.71643 -2.49629
H -0.26921 1.98878 1.80759
*
```

=====

Preferred: Q; penalty for the next structure: 58.6 kcal/mol.

=====

P.
Formula: C4H12N2
Source: OMol25
Level of theory: wB97M-V/def2-TZVPD

## Properties
Molecular weight: 88.2 g/mol
E_HOMO (spin up / spin down): -13.43 / -13.31 eV

Structure (ORCA input):
```
! wB97M-V def2-TZVPD RIJCOSX def2/J DEFGRID3
* xyz 1 2
C 0.93684 -2.90834 -0.99477
C 1.13851 -2.03014 0.21789
N 0.19180 -0.87317 0.12087
H -0.05825 -3.40397 -1.08538
H 1.59305 -3.76340 -0.87777
H 1.16929 -2.43926 -1.94689
H 2.16423 -1.63754 0.24610
H 1.07815 -2.68112 1.09131
H -0.62082 -1.17390 -0.39939
H 0.05740 -0.50037 1.05288
C -2.06748 2.50246 0.44415
C -0.77605 2.00921 0.57564
N 0.31886 1.98015 -0.21295
H -2.40635 3.28270 -0.23369
H -2.82831 2.13617 1.16562
H -0.44575 1.57136 1.51254
H 1.06196 1.33942 0.05664
H -0.07140 1.87903 -1.15082
*
```

=====

Q.
Formula: C4H12N2
Source: OMol25
Level of theory: wB97M-V/def2-TZVPD

## Properties
Molecular weight: 88.2 g/mol
E_HOMO (spin up / spin down): -12.73 / -12.73 eV

Structure (ORCA input):
```
! wB97M-V def2-TZVPD RIJCOSX def2/J DEFGRID3
* xyz 1 2
C -1.72790 0.07440 0.75312
C -0.68972 -0.44966 -0.23951
C 0.73087 -0.02063 0.18871
C 1.36769 0.95967 -0.78688
N 1.92218 0.31306 -1.96810
N -1.72213 -0.91290 1.84107
H -1.68753 1.12388 1.08273
H -2.84329 0.16190 0.36609
H -0.65455 -1.51062 -0.35090
H -0.87157 -0.07519 -1.18852
H 1.55481 -0.83956 0.46467
H 0.50040 0.63498 1.18422
H 0.62525 1.75730 -1.14330
H 2.07893 1.47664 -0.08423
H 2.04191 -0.70120 -1.85037
H 2.87914 0.65052 -1.97339
H -0.79095 -1.18287 2.26006
H -2.31848 -0.67960 2.62953
*
```

=====

Preferred: P; penalty for the next structure: 26.3 kcal/mol.

=====

P.
Formula: CH4N4
Source: OMol25
Level of theory: wB97M-V/def2-TZVPD

## Properties
SMILES: Nn1cn[nH]1
Molecular weight: 72.1 g/mol
E_HOMO: -9.12 eV

Structure (ORCA input):
```
! wB97M-V def2-TZVPD RIJCOSX def2/J DEFGRID3
* xyz 0 1
N -0.07329 0.88433 1.21972
N 0.14646 -0.15996 0.42385
C -0.83128 -0.79441 -0.34686
N -0.20750 -0.96378 -1.46057
N 0.84544 -0.11075 -1.16455
H -0.56038 1.68848 0.82923
H 0.73660 1.13451 1.77110
H -1.80668 -1.10721 -0.03170
H 1.75064 -0.57121 -1.24023
*
```

=====

Q.
Formula: CH4N4
Source: OMol25
Level of theory: wB97M-V/def2-TZVPD

## Properties
Molecular weight: 72.1 g/mol
E_HOMO: -10.24 eV

Structure (ORCA input):
```
! wB97M-V def2-TZVPD RIJCOSX def2/J DEFGRID3
* xyz 0 1
C -1.53975 -0.04261 -0.30442
N 2.70208 -0.83687 -1.26308
N 2.32401 -0.33210 -0.34636
N -2.30900 0.30128 0.62399
N 1.75859 0.20329 0.51120
H -1.04139 0.59230 -0.99933
H -1.32746 -1.19881 -0.37969
H -2.34669 1.35727 0.63518
H 1.77961 -0.04374 1.52251
*
```

=====

Preferred: Q; penalty for the next structure: 17.9 kcal/mol.

=====

P.
Formula: C3H7ClN2S
Source: OMol25
Level of theory: wB97M-V/def2-TZVPD

## Properties
SMILES: [H]/N=C/N/C=C/Cl.S
Molecular weight: 138.6 g/mol
E_HOMO: -8.28 eV

Structure (ORCA input):
```
! wB97M-V def2-TZVPD RIJCOSX def2/J DEFGRID3
* xyz 0 1
H -0.18456 -1.47536 2.51267
N -0.34113 -1.45715 1.50894
C 0.19856 -0.41679 1.01032
N 0.15778 -0.11284 -0.32688
C -0.45139 -0.84714 -1.34490
C -1.11604 -1.99500 -1.21550
Cl -1.80450 -2.75420 -2.62061
H 0.74642 0.34166 1.57818
H 0.61789 0.73426 -0.60849
H -0.34207 -0.39144 -2.32373
H -1.27045 -2.50996 -0.28203
S 1.18738 3.12853 0.35429
H 1.70353 3.32864 1.57479
H 0.89859 4.42678 0.18295
*
```

=====

Q.
Formula: C3H7ClN2S
Source: OMol25
Level of theory: wB97M-V/def2-TZVPD

## Properties
Molecular weight: 138.6 g/mol
E_HOMO: -9.21 eV

Structure (ORCA input):
```
! wB97M-V def2-TZVPD RIJCOSX def2/J DEFGRID3
* xyz 0 1
C 0.00139 0.73270 0.00859
C -0.65846 -0.35300 0.91391
C 0.44910 -1.50128 0.74282
H -0.64324 2.62122 -2.79006
H -1.19267 -0.32543 -1.27907
H 1.43119 1.44188 1.22313
H -1.38275 -0.19090 1.91794
H -1.45155 -0.79254 0.34435
H 1.18726 -1.27178 -0.35039
H -0.14697 -2.55644 0.72321
N -0.42495 0.68834 -1.31080
N 0.97315 1.57031 0.31374
S 0.16566 1.42342 -2.61779
Cl 1.69285 -1.48650 2.16043
*
```

=====

Preferred: P; penalty for the next structure: 77.4 kcal/mol.

=====

P.
Formula: C3H3Br
Source: OMol25
Level of theory: wB97M-V/def2-TZVPD

## Properties
Molecular weight: 119.0 g/mol
E_HOMO: -8.15 eV

Structure (ORCA input):
```
! wB97M-V def2-TZVPD RIJCOSX def2/J DEFGRID3
* xyz 0 1
C -0.34364 0.63242 0.49597
C -1.06064 -0.43203 0.49039
C 0.57738 0.24277 -0.53212
Br 2.23267 -0.65032 -0.16613
H -0.01154 1.28178 1.20282
H -1.74963 -1.14135 0.14719
H 0.35540 0.06674 -1.63812
*
```

=====

Q.
Formula: C3H3Br
Source: OMol25
Level of theory: wB97M-V/def2-TZVPD

## Properties
Molecular weight: 119.0 g/mol
E_HOMO (spin up / spin down): -9.77 / -9.77 eV

Structure (ORCA input):
```
! wB97M-V def2-TZVPD RIJCOSX def2/J DEFGRID3
* xyz 0 1
C -0.70493 0.01033 0.85472
C -0.14423 0.49077 -0.14998
C 0.34444 -0.85615 -0.08054
Br 0.37325 2.66581 -1.82031
H -1.42781 0.07221 1.66854
H 1.41717 -0.82059 0.31427
H 0.14211 -1.56239 -0.78669
*
```

=====

Preferred: P; penalty for the next structure: 23.1 kcal/mol.

=====

P.
Formula: CH3NO3S
Source: OMol25
Level of theory: wB97M-V/def2-TZVPD

## Properties
Molecular weight: 109.1 g/mol
E_HOMO (spin up / spin down): -6.96 / -11.72 eV

Structure (ORCA input):
```
! wB97M-V def2-TZVPD RIJCOSX def2/J DEFGRID3
* xyz 0 3
C -0.77325 0.58330 -0.30210
N -0.79631 -1.22583 0.09210
O 1.86347 0.75558 -0.89984
O 1.13368 0.49399 1.40377
O 0.58143 -1.30963 -0.28517
S 0.93991 0.23247 0.03559
H -0.68827 0.40402 -1.36006
H -1.55979 1.26208 0.18309
H -0.70088 -1.19598 1.13262
*
```

=====

Q.
Formula: CH3NO3S
Source: OMol25
Level of theory: wB97M-V/def2-TZVPD

## Properties
Molecular weight: 109.1 g/mol
E_HOMO (spin up / spin down): -5.90 / -10.16 eV

Structure (ORCA input):
```
! wB97M-V def2-TZVPD RIJCOSX def2/J DEFGRID3
* xyz 0 3
C 0.44801 -0.10442 -0.24677
N 1.60867 -0.30990 0.44388
O -0.04782 1.12047 -0.28136
O -0.16799 -1.04012 -0.64552
O -1.80449 -0.60689 0.21731
S -1.76879 0.82955 0.26549
H 2.11226 0.16726 1.12042
H 1.82349 -1.26241 0.16541
H -2.20334 1.20646 -1.03885
*
```

=====

Preferred: Q; penalty for the next structure: 59.9 kcal/mol.